# C39H88N2NiO15

A molecular structure, C39H88N2NiO15 (wB97M-V/def2-TZVPD, the Open Molecules 2025 dataset).

Values from the calculation:
⟨S²⟩	2.01
LUMO energy (spin up / spin down)	-1.996 / -1.995	eV

ORCA input file:
```
! RIJCOSX wB97M-V def2-TZVPD def2/J DEFGRID3
* xyz 0 3
Ni 2.36 1.49 -3.70
C -2.47 0.84 -3.73
C -2.76 1.88 -4.91
C -3.72 2.79 -4.14
C -4.19 3.97 -4.97
C -2.91 4.68 -5.46
C -1.76 3.84 -6.22
N -1.65 2.65 -5.41
O -0.50 1.87 -5.79
C -0.62 4.78 -6.19
C -2.21 3.58 -7.70
C -3.61 1.14 -5.96
H -1.83 0.09 -4.21
H -3.39 0.43 -3.29
H -1.83 1.25 -2.95
H -3.21 3.23 -3.29
H -4.62 2.28 -3.79
H -4.75 4.73 -4.44
H -4.87 3.58 -5.73
H -2.52 5.34 -4.68
H -3.38 5.33 -6.21
H -0.36 5.10 -5.19
H -0.74 5.73 -6.72
H 0.22 4.24 -6.62
H -1.82 2.77 -8.31
H -1.91 4.43 -8.32
H -3.28 3.38 -7.83
H -2.95 0.69 -6.70
H -4.41 1.65 -6.50
H -4.08 0.33 -5.40
C 1.38 -1.19 1.10
C 2.77 -1.05 0.29
C 3.88 -2.10 0.44
O 2.67 -0.69 -1.01
H 0.98 -2.10 0.67
H 0.66 -0.38 1.03
H 1.39 -1.19 2.19
H 3.22 -0.18 0.75
H 3.44 -3.06 0.19
H 4.14 -2.09 1.50
H 4.72 -1.73 -0.15
C 12.88 -1.24 -5.07
O 12.25 -1.13 -3.80
C 13.05 -1.55 -2.73
C 12.22 -2.06 -1.53
O 11.34 -1.04 -1.07
C 10.50 -1.38 0.10
C 11.21 -1.48 1.56
O 11.83 -0.28 1.89
C 12.51 -0.30 3.13
H 12.66 -0.51 -5.85
H 12.67 -2.23 -5.48
H 13.97 -1.25 -5.13
H 13.83 -0.79 -2.61
H 13.64 -2.43 -2.97
H 12.82 -2.43 -0.70
H 11.69 -3.00 -1.74
H 9.75 -2.16 -0.04
H 9.77 -0.57 0.05
H 12.07 -2.14 1.54
H 10.40 -1.75 2.24
H 12.87 0.71 3.32
H 13.35 -0.98 2.98
H 11.86 -0.61 3.96
C -6.64 2.08 1.43
O -6.55 1.17 2.51
C -5.21 1.02 2.96
C -5.28 -0.07 4.12
O -5.16 -1.41 3.64
C -3.79 -1.94 3.48
C -3.71 -3.35 2.77
O -4.35 -4.45 3.48
C -5.80 -4.36 3.52
H -7.28 2.91 1.72
H -7.09 1.62 0.55
H -5.67 2.34 1.01
H -4.62 1.89 3.26
H -4.71 0.47 2.16
H -6.22 -0.06 4.67
H -4.49 0.25 4.81
H -3.42 -2.08 4.49
H -3.14 -1.25 2.95
H -2.70 -3.74 2.74
H -4.06 -3.21 1.75
H -6.26 -5.14 4.13
H -6.37 -4.48 2.60
H -6.07 -3.39 3.92
C -1.44 3.99 11.87
O -1.28 3.03 10.83
C -2.45 3.16 10.01
C -2.72 1.87 9.08
O -1.66 1.43 8.21
C -0.99 2.44 7.56
C 0.25 1.85 6.82
O 1.35 1.20 7.57
C 0.98 -0.11 7.94
H -0.44 4.38 12.08
H -1.67 3.41 12.76
H -1.97 4.94 11.74
H -2.50 4.09 9.45
H -3.37 3.30 10.58
H -3.62 2.18 8.55
H -2.94 1.09 9.80
H -0.57 3.05 8.36
H -1.67 2.98 6.90
H 0.82 2.68 6.40
H -0.03 1.37 5.89
H 1.43 -0.85 7.28
H -0.08 -0.22 8.17
H 1.49 -0.35 8.87
C -8.76 -5.50 -7.35
O -7.41 -5.06 -6.94
C -6.59 -6.01 -6.23
C -5.61 -5.44 -5.21
O -4.71 -6.26 -4.58
C -3.96 -5.55 -3.52
C -3.09 -6.58 -2.73
O -1.82 -6.81 -3.38
C -0.86 -5.71 -3.21
H -9.26 -4.63 -7.79
H -9.31 -5.69 -6.43
H -8.82 -6.39 -7.98
H -6.04 -6.54 -7.01
H -7.23 -6.70 -5.68
H -6.25 -4.79 -4.61
H -5.14 -4.66 -5.81
H -4.61 -4.94 -2.89
H -3.27 -4.86 -4.00
H -3.68 -7.49 -2.73
H -3.00 -6.32 -1.67
H -0.63 -5.58 -2.15
H -1.25 -4.73 -3.47
H 0.06 -5.84 -3.79
C 0.90 4.99 -0.58
O 1.24 4.08 -1.33
N 1.43 5.31 0.62
C 0.94 6.40 1.44
C 2.56 4.62 1.15
H 0.23 5.77 -0.98
H 1.20 6.22 2.48
H -0.11 6.68 1.37
H 1.55 7.24 1.11
H 3.16 5.40 1.62
H 2.19 3.89 1.86
H 2.99 3.99 0.37
*
```

Atomic partial charges in e from the Löwdin method, atoms 1 to 99:
1 Ni 0.708
2 C -0.023
3 C -0.477
4 C -0.185
5 C -0.190
6 C -0.115
7 C -0.482
8 N -0.038
9 O -0.067
10 C -0.066
11 C -0.012
12 C -0.019
13 H 0.075
14 H 0.086
15 H 0.083
16 H 0.124
17 H 0.124
18 H 0.113
19 H 0.100
20 H 0.114
21 H 0.112
22 H 0.088
23 H 0.098
24 H 0.085
25 H 0.081
26 H 0.080
27 H 0.072
28 H 0.089
29 H 0.075
30 H 0.083
31 C -0.068
32 C -0.667
33 C -0.080
34 O -0.321
35 H 0.051
36 H 0.044
37 H 0.044
38 H 0.090
39 H 0.065
40 H 0.061
41 H 0.069
42 C -0.116
43 O -0.160
44 C -0.213
45 C -0.191
46 O -0.139
47 C -0.109
48 C -0.197
49 O -0.205
50 C -0.099
51 H 0.083
52 H 0.083
53 H 0.078
54 H 0.128
55 H 0.112
56 H 0.111
57 H 0.122
58 H 0.110
59 H 0.115
60 H 0.107
61 H 0.120
62 H 0.089
63 H 0.085
64 H 0.086
65 C -0.113
66 O -0.185
67 C -0.183
68 C -0.166
69 O -0.183
70 C -0.133
71 C -0.165
72 O -0.187
73 C -0.094
74 H 0.086
75 H 0.079
76 H 0.080
77 H 0.119
78 H 0.115
79 H 0.126
80 H 0.108
81 H 0.119
82 H 0.115
83 H 0.123
84 H 0.114
85 H 0.080
86 H 0.079
87 H 0.067
88 C -0.120
89 O -0.160
90 C -0.224
91 C -0.124
92 O -0.157
93 C -0.210
94 C -0.152
95 O -0.166
96 C -0.130
97 H 0.081
98 H 0.092
99 H 0.091

# C39H89N3O5

5 unconnected molecules or ions with the total composition C39H89N3O5 (wB97M-V/def2-TZVPD, the Open Molecules 2025 dataset).

Values from the calculation:
structure (SMILES)	CCCCNCO[C@H](CCN)[C@@H](CCOCC)OCCON=O.CCCCCC.CCCCCC.CCCCCC.CCCCCC
LUMO energy	0.582	eV

ORCA input file:
```
! RIJCOSX wB97M-V def2-TZVPD def2/J DEFGRID3
* xyz 0 1
C -0.80 9.55 6.68
C -0.94 8.74 5.36
C -1.55 7.34 5.55
C -2.87 7.15 4.80
N -2.67 6.96 3.35
C -3.29 8.07 2.63
O -3.23 7.84 1.25
C -3.05 9.02 0.48
C -4.41 9.73 0.28
C -4.38 11.26 0.50
N -3.84 11.69 1.78
C -2.42 8.66 -0.89
C -1.06 9.32 -1.09
C -0.65 9.33 -2.57
O 0.71 9.01 -2.78
C 1.54 10.08 -3.19
C 2.30 10.72 -2.04
O -2.44 7.27 -1.17
C -1.43 6.51 -0.52
C -0.34 6.12 -1.51
O 0.98 6.21 -0.93
N 1.91 5.96 -1.94
O 2.91 6.55 -1.76
H 0.19 9.99 6.70
H -1.51 10.37 6.69
H -0.91 8.91 7.55
H 0.04 8.63 4.91
H -1.52 9.35 4.67
H -1.73 7.17 6.61
H -0.86 6.59 5.17
H -3.43 6.32 5.24
H -3.48 8.04 5.01
H -3.23 6.15 3.12
H -4.35 8.16 2.91
H -2.80 9.00 2.94
H -2.38 9.72 0.97
H -5.13 9.33 1.00
H -4.83 9.51 -0.70
H -3.86 11.72 -0.34
H -5.42 11.58 0.48
H -4.06 11.02 2.50
H -2.83 11.76 1.74
H -3.06 9.12 -1.65
H -1.19 10.36 -0.80
H -0.27 8.93 -0.44
H -1.24 8.60 -3.12
H -0.92 10.30 -2.99
H 2.29 9.65 -3.85
H 1.01 10.84 -3.77
H 2.90 9.99 -1.51
H 3.01 11.42 -2.48
H 1.66 11.29 -1.38
H -1.92 5.60 -0.19
H -1.04 6.97 0.38
H -0.36 6.70 -2.42
H -0.50 5.08 -1.80
C -1.58 3.64 -4.74
C -2.26 2.98 -3.55
C -1.45 1.84 -2.93
C -1.18 0.66 -3.86
C -2.43 -0.01 -4.44
C -3.33 -0.62 -3.37
H -1.42 2.94 -5.56
H -2.18 4.46 -5.12
H -0.60 4.04 -4.45
H -3.25 2.62 -3.85
H -2.44 3.74 -2.78
H -1.96 1.49 -2.03
H -0.49 2.24 -2.59
H -0.60 -0.09 -3.32
H -0.55 0.99 -4.69
H -2.12 -0.80 -5.12
H -3.00 0.71 -5.04
H -2.79 -1.37 -2.79
H -4.19 -1.11 -3.83
H -3.72 0.13 -2.68
C 1.04 -2.74 -1.64
C 1.08 -4.13 -1.01
C 0.10 -5.11 -1.66
C -1.37 -4.73 -1.53
C -1.87 -4.54 -0.10
C -1.78 -5.81 0.74
H 0.06 -2.28 -1.53
H 1.77 -2.09 -1.18
H 1.27 -2.79 -2.71
H 0.89 -4.05 0.06
H 2.09 -4.53 -1.12
H 0.26 -6.10 -1.22
H 0.35 -5.22 -2.72
H -1.97 -5.51 -2.02
H -1.56 -3.81 -2.10
H -2.92 -4.22 -0.14
H -1.33 -3.73 0.39
H -2.36 -6.62 0.29
H -2.17 -5.64 1.74
H -0.74 -6.15 0.85
C 2.09 -8.30 -1.35
C 0.89 -9.12 -1.83
C 0.17 -9.85 -0.70
C 1.01 -10.88 0.04
C 1.61 -11.99 -0.83
C 0.55 -12.85 -1.52
H 2.86 -8.93 -0.90
H 2.55 -7.78 -2.19
H 1.78 -7.56 -0.62
H 1.22 -9.83 -2.60
H 0.18 -8.45 -2.32
H -0.73 -10.33 -1.11
H -0.19 -9.11 0.02
H 0.39 -11.34 0.82
H 1.83 -10.38 0.57
H 2.23 -12.63 -0.20
H 2.27 -11.56 -1.59
H -0.10 -13.32 -0.78
H 1.02 -13.64 -2.10
H -0.07 -12.26 -2.20
C 5.84 -9.01 4.46
C 6.58 -10.25 3.96
C 6.40 -10.51 2.47
C 4.95 -10.79 2.04
C 4.29 -11.97 2.74
C 4.99 -13.30 2.47
H 4.76 -9.12 4.34
H 6.03 -8.86 5.53
H 6.16 -8.12 3.93
H 6.28 -11.12 4.54
H 7.65 -10.11 4.16
H 7.03 -11.34 2.17
H 6.76 -9.64 1.91
H 4.94 -10.96 0.96
H 4.34 -9.89 2.20
H 3.26 -12.04 2.39
H 4.24 -11.80 3.82
H 5.01 -13.52 1.40
H 4.46 -14.12 2.96
H 6.01 -13.30 2.84
*
```

Atomic partial charges in e from the Löwdin method, atoms 1 to 99:
1 C -0.099
2 C -0.243
3 C -0.199
4 C -0.237
5 N -0.012
6 C -0.269
7 O -0.082
8 C -0.274
9 C -0.120
10 C -0.267
11 N 0.000
12 C -0.285
13 C -0.098
14 C -0.202
15 O -0.156
16 C -0.274
17 C -0.071
18 O -0.080
19 C -0.158
20 C -0.147
21 O -0.099
22 N -0.042
23 O 0.061
24 H 0.063
25 H 0.064
26 H 0.060
27 H 0.098
28 H 0.080
29 H 0.096
30 H 0.105
31 H 0.111
32 H 0.111
33 H 0.110
34 H 0.129
35 H 0.107
36 H 0.124
37 H 0.111
38 H 0.113
39 H 0.109
40 H 0.101
41 H 0.058
42 H 0.059
43 H 0.144
44 H 0.116
45 H 0.129
46 H 0.121
47 H 0.122
48 H 0.117
49 H 0.114
50 H 0.075
51 H 0.074
52 H 0.071
53 H 0.127
54 H 0.127
55 H 0.104
56 H 0.104
57 C -0.108
58 C -0.270
59 C -0.228
60 C -0.226
61 C -0.266
62 C -0.107
63 H 0.065
64 H 0.070
65 H 0.070
66 H 0.100
67 H 0.093
68 H 0.101
69 H 0.107
70 H 0.100
71 H 0.102
72 H 0.104
73 H 0.098
74 H 0.062
75 H 0.070
76 H 0.066
77 C -0.112
78 C -0.265
79 C -0.229
80 C -0.222
81 C -0.267
82 C -0.110
83 H 0.057
84 H 0.071
85 H 0.076
86 H 0.100
87 H 0.103
88 H 0.070
89 H 0.114
90 H 0.110
91 H 0.091
92 H 0.104
93 H 0.098
94 H 0.074
95 H 0.069
96 H 0.061
97 C -0.109
98 C -0.264
99 C -0.224

# C39H91N13O13

13 unconnected molecules or ions with the total composition C39H91N13O13 (wB97M-V/def2-TZVPD, the Open Molecules 2025 dataset).

Values from the calculation:
ΔE to the lowest compared entry with this formula, charge and spin	218.16	kcal per mole
LUMO energy	0.572	eV

ORCA input file:
```
! RIJCOSX wB97M-V def2-TZVPD def2/J DEFGRID3
* xyz 0 1
C -4.68 0.35 19.13
O -4.98 1.50 18.75
N -3.61 0.08 19.93
C -3.17 -1.31 20.28
C -2.69 1.24 20.29
H -5.32 -0.53 18.95
H -2.27 -1.55 19.73
H -3.94 -1.98 19.92
H -2.88 -1.44 21.31
H -2.97 1.75 21.21
H -1.68 0.83 20.55
H -2.67 2.08 19.51
C -0.61 -2.69 23.93
O -1.34 -1.78 24.17
N 0.71 -2.55 23.87
C 1.63 -3.64 23.67
C 1.28 -1.31 24.19
H -1.02 -3.70 23.83
H 2.43 -3.37 22.93
H 1.14 -4.58 23.37
H 2.10 -3.79 24.58
H 1.78 -1.25 25.20
H 2.05 -1.06 23.48
H 0.55 -0.51 24.30
C 0.92 6.72 18.94
O 1.07 7.90 19.31
N -0.15 6.31 18.15
C -0.11 5.07 17.35
C -0.97 7.35 17.51
H 1.49 5.87 19.24
H -1.11 4.60 17.34
H 0.52 4.39 17.96
H 0.31 5.19 16.38
H -2.00 7.04 17.43
H -0.82 8.19 18.15
H -0.56 7.53 16.53
C 2.06 2.10 19.93
O 0.98 2.05 19.37
N 2.68 1.10 20.56
C 3.98 1.20 21.21
C 1.99 -0.17 20.85
H 2.62 3.05 19.96
H 3.93 0.39 21.93
H 4.16 2.10 21.74
H 4.76 1.04 20.53
H 2.80 -0.85 21.10
H 1.38 0.05 21.72
H 1.33 -0.47 20.01
C 3.80 5.21 27.78
O 4.05 6.06 26.97
N 4.61 4.80 28.77
C 5.99 5.33 28.89
C 4.12 3.87 29.82
H 2.83 4.73 27.83
H 6.83 4.80 28.41
H 6.20 5.40 29.98
H 5.97 6.29 28.55
H 3.03 3.68 29.62
H 4.62 2.91 29.84
H 4.26 4.38 30.76
C -1.32 -0.57 16.78
O -1.87 -1.58 16.44
N -1.28 0.65 16.11
C -2.16 0.94 15.06
C -0.20 1.54 16.41
H -0.64 -0.50 17.67
H -3.05 0.28 15.11
H -1.74 0.70 14.06
H -2.43 1.99 15.10
H 0.49 1.62 15.49
H -0.65 2.48 16.53
H 0.38 1.17 17.16
C 3.70 5.14 22.13
O 3.79 4.93 20.91
N 4.13 6.27 22.68
C 4.12 6.65 24.03
C 4.75 7.20 21.67
H 3.21 4.39 22.71
H 3.72 7.58 24.26
H 5.11 6.56 24.46
H 3.66 5.92 24.62
H 5.69 7.54 21.97
H 4.83 6.71 20.71
H 4.04 7.99 21.55
C -4.59 1.69 25.81
O -4.78 1.91 26.98
N -4.67 0.48 25.30
C -4.34 0.23 23.95
C -4.93 -0.64 26.22
H -4.20 2.47 25.13
H -3.41 -0.28 23.93
H -4.24 1.24 23.41
H -4.99 -0.43 23.39
H -5.05 -1.56 25.59
H -4.11 -0.73 26.90
H -5.87 -0.46 26.79
C -3.54 4.65 22.01
O -3.07 3.84 22.79
N -4.80 4.60 21.53
C -5.26 5.33 20.35
C -5.65 3.46 21.91
H -2.93 5.49 21.61
H -4.41 5.82 19.90
H -5.98 6.09 20.67
H -5.80 4.70 19.59
H -5.12 2.76 22.51
H -6.46 3.92 22.41
H -6.02 3.09 20.95
C 5.09 0.58 24.97
O 4.81 -0.51 24.59
N 4.81 0.97 26.23
C 4.93 2.38 26.70
C 4.17 0.06 27.19
H 5.42 1.32 24.19
H 5.75 2.51 27.44
H 4.03 2.72 27.16
H 5.05 3.04 25.90
H 3.05 0.19 27.22
H 4.36 -0.93 26.79
H 4.57 0.22 28.17
C 1.33 1.88 24.57
O 2.46 2.28 24.29
N 0.26 1.98 23.74
C -1.08 1.69 24.20
C 0.47 2.69 22.54
H 1.11 1.48 25.62
H -1.83 2.52 23.92
H -1.06 1.57 25.30
H -1.42 0.73 23.74
H -0.14 2.25 21.75
H 0.37 3.80 22.48
H 1.49 2.51 22.27
C -2.14 8.85 20.70
O -2.61 7.71 20.54
N -1.04 9.07 21.44
C -0.51 10.33 21.81
C -0.17 8.00 21.97
H -2.57 9.73 20.13
H 0.52 10.41 21.42
H -0.54 10.48 22.85
H -1.12 11.08 21.41
H 0.86 8.07 21.64
H -0.19 8.06 23.05
H -0.56 6.99 21.61
C 0.81 4.33 26.31
O 0.99 3.48 27.19
N -0.39 4.89 26.01
C -0.64 5.69 24.85
C -1.53 4.58 26.93
H 1.64 4.62 25.62
H -1.22 6.60 25.08
H -1.15 5.12 24.11
H 0.27 6.11 24.41
H -1.74 5.54 27.34
H -2.31 4.21 26.34
H -1.22 3.79 27.60
*
```

Atomic partial charges in e from the Löwdin method, atoms 1 to 99:
1 C -0.325
2 O -0.048
3 N -0.148
4 C -0.029
5 C -0.021
6 H 0.129
7 H 0.072
8 H 0.078
9 H 0.067
10 H 0.044
11 H 0.076
12 H 0.115
13 C -0.350
14 O 0.011
15 N -0.183
16 C -0.036
17 C -0.068
18 H 0.138
19 H 0.106
20 H 0.095
21 H 0.065
22 H 0.118
23 H 0.068
24 H 0.059
25 C -0.262
26 O -0.034
27 N -0.173
28 C -0.059
29 C -0.046
30 H 0.115
31 H 0.095
32 H 0.076
33 H 0.076
34 H 0.086
35 H 0.059
36 H 0.088
37 C -0.365
38 O -0.021
39 N -0.167
40 C -0.025
41 C -0.017
42 H 0.126
43 H 0.068
44 H 0.065
45 H 0.084
46 H 0.088
47 H 0.072
48 H 0.093
49 C -0.375
50 O 0.027
51 N -0.169
52 C -0.028
53 C -0.030
54 H 0.094
55 H 0.093
56 H 0.095
57 H 0.043
58 H 0.101
59 H 0.069
60 H 0.078
61 C -0.326
62 O 0.025
63 N -0.213
64 C -0.078
65 C -0.051
66 H 0.132
67 H 0.101
68 H 0.098
69 H 0.087
70 H 0.127
71 H 0.045
72 H 0.024
73 C -0.307
74 O -0.055
75 N -0.150
76 C -0.077
77 C 0.008
78 H 0.112
79 H 0.079
80 H 0.095
81 H 0.046
82 H 0.069
83 H 0.076
84 H 0.082
85 C -0.377
86 O 0.005
87 N -0.190
88 C -0.076
89 C -0.021
90 H 0.126
91 H 0.046
92 H 0.087
93 H 0.088
94 H 0.101
95 H 0.082
96 H 0.101
97 C -0.305
98 O -0.060
99 N -0.163